{
  "formula": "C9H13O",
  "method": "ωB97M-V/def2-TZVPD",
  "symbols": ["C", "C", "C", "C", "C", "C", "C", "C", "C", "O", "H", "H", "H", "H", "H", "H", "H", "H", "H", "H", "H", "H", "H"],
  "positions_angstrom": [[2.27914, -0.93237, -0.49263], [2.18581, 0.32266, -0.21019], [-0.73613, -2.08715, -0.07218], [0.24233, 1.92435, -0.26094], [-1.37881, -0.85003, -0.70566], [-1.21870, 1.63837, 0.07747], [0.34521, -1.49410, 0.76815], [1.04855, 0.92097, 0.57365], [-1.25499, 0.16497, 0.42228], [0.06412, -0.12050, 1.02615], [2.79891, -1.72506, -0.96278], [2.90263, 1.07759, -0.52184], [-1.45695, -2.62876, 0.55230], [-0.35156, -2.79802, -0.80145], [0.43307, 1.77375, -1.32508], [0.50996, 2.95151, -0.01721], [-0.80971, -0.52804, -1.58027], [-2.41548, -1.00939, -0.98549], [-1.52873, 2.22907, 0.93766], [-1.88426, 1.86713, -0.75127], [0.77855, -2.00336, 1.61287], [1.42485, 1.36495, 1.50222], [-1.97781, -0.05854, 1.21423]],
  "forces_ev_per_a": [[-3.7, -1.0, 2.4], [-0.1, 0.2, 0.2], [-0.3, 0.1, 0.1], [-0.1, -0.1, 0.0], [0.4, 0.0, 0.2], [0.1, 0.0, 0.3], [3.8, -0.4, -2.3], [0.9, 1.0, -0.1], [-1.7, 0.3, -0.5], [0.2, 0.0, -0.1], [0.5, -0.2, -0.3], [0.1, 0.0, -0.1], [0.0, 0.1, 0.0], [0.1, 0.1, 0.1], [0.0, -0.1, 0.1], [0.1, -0.1, 0.0], [-0.1, 0.0, 0.0], [-0.1, 0.1, 0.0], [-0.1, 0.0, 0.0], [0.0, -0.1, 0.0], [-0.1, 0.1, 0.2], [-0.2, -0.2, -0.1], [0.2, 0.0, -0.1]],
  "mulliken_charge": [-0.47, -0.59, -0.55, -0.83, -0.65, -0.71, -0.43, 0.49, -0.01, -0.06, 0.44, 0.42, 0.30, 0.36, 0.38, 0.40, 0.29, 0.42, 0.39, 0.34, 0.38, 0.35, 0.35],
  "orbital_gap_ha": 0.347,
  "lumo_ev": -3.62,
  "total_energy_ev": -11580.5306,
  "total_charge": 1,
  "spin_multiplicity": 1
}